No. 1
The following is a DFT calculation (ωB97M-V/def2-TZVPD) of one molecule with the formula C2H4N4O2 in a non-equilibrium geometry.

Positions of all 12 atoms, in Å:
C -0.0942 0.0274 0.4535
C 1.4123 -1.2863 -0.0756
H -2.1315 -1.0926 -0.0544
H -2.8458 0.5764 -0.0126
H 2.4485 -1.9307 -0.4761
H 0.2463 1.8443 -0.5677
N -2.1380 -0.0841 -0.2277
N -1.1189 0.5945 0.0799
N 0.2000 -1.4878 0.5327
N 1.1189 0.8336 0.6118
O 1.9265 -0.0600 -0.3517
O 0.9761 2.0654 0.0878

Summary:
spin multiplicity = 1
SMILES = N/N=c1\ncon1O
gap between HOMO and LUMO = 9.81 eV
relative energy (zero: lowest compared OMol25 entry of this formula, charge and spin) = 575.5 kJ/mol
E_tot = -12187.5234 eV
HOMO level = -8.94 eV
LUMO energy = 0.8728 eV

---

No. 2
The following is a DFT calculation (ωB97M-V/def2-TZVPD) of C3H7NS as an isolated structure in a non-equilibrium geometry.

Positions of all 12 atoms, in Å:
C -0.9430 -0.5915 0.3304
C 0.2498 -0.2848 -0.4895
C 1.1774 0.8413 -0.1160
H -2.5475 1.2904 0.9472
H -0.8909 -1.7289 0.4806
H -0.7661 0.1196 1.3662
H 0.0550 -0.6285 -1.5335
H 1.6703 1.3464 -1.0875
H 1.0142 1.6565 0.6365
H 2.0866 -1.4007 -0.3056
N 1.4694 -0.6068 0.0544
S -2.5753 -0.0130 -0.2831

Summary:
spin multiplicity = 1
gap between HOMO and LUMO = 8.67 eV
relative energy (zero: lowest compared OMol25 entry of this formula, charge and spin) = 415.8 kJ/mol
E_tot = -15545.3362 eV
HOMO level = -8.92 eV
LUMO energy = -0.2481 eV